No. 1
A single C14H15ClN2O molecule. Source: OMol25; level of theory: ωB97M-V/def2-TZVPD.

Structure (XYZ):
```
33
Properties=species:S:1:pos:R:3:mulliken_charge:R:1
O -1.419 0.170 5.382 -0.523
C -0.909 -0.170 4.119 -0.333
C -0.266 1.028 3.401 -0.718
N 0.298 0.627 2.146 -0.630
C -0.384 0.538 1.075 0.348
C -1.857 0.816 0.864 -0.545
C -2.154 1.317 -0.551 -1.163
C -1.717 0.302 -1.609 -0.559
C -0.293 -0.053 -1.360 0.360
C 0.288 0.087 -0.118 0.592
N 1.607 -0.286 -0.176 -0.061
C 1.898 -0.676 -1.445 -0.684
C 3.086 -1.136 -2.002 -0.809
C 3.091 -1.462 -3.339 -0.604
C 1.929 -1.331 -4.109 0.245
Cl 2.006 -1.760 -5.788 -0.234
C 0.741 -0.880 -3.584 -0.670
C 0.716 -0.544 -2.228 0.826
H -0.697 0.492 5.934 0.320
H -0.171 -0.981 4.194 0.286
H -1.763 -0.534 3.543 0.224
H -1.016 1.825 3.311 0.264
H 0.566 1.401 4.011 0.459
H -2.212 1.543 1.596 0.403
H -2.398 -0.119 1.039 0.303
H -3.222 1.520 -0.646 0.364
H -1.616 2.254 -0.715 0.345
H -1.841 0.716 -2.611 0.391
H -2.341 -0.596 -1.542 0.281
H 2.223 -0.259 0.618 0.224
H 3.979 -1.235 -1.405 0.402
H 3.992 -1.823 -3.809 0.412
H -0.141 -0.789 -4.197 0.482
```

Summary:
* HOMO level: -0.2954 Ha
* E_LUMO: 0.0137 hartree
* ΔE to the lowest compared entry with this formula, charge and spin: 0.000 eV
* SMILES: OCC/N=C1\CCCc2c1[nH]c1ccc(Cl)cc21

=====

No. 2
2 unconnected molecules or ions with the total composition C14H15FNO5. Source: OMol25; level of theory: ωB97M-V/def2-TZVPD.

Structure (XYZ):
```
36
Properties=species:S:1:pos:R:3:mulliken_charge:R:1
C 3.852 -3.937 -0.524 -1.228
C 3.444 -2.597 0.046 -0.168
O 2.649 -1.883 -0.865 -0.287
C 2.632 -0.557 -0.532 0.519
C 1.896 0.283 -1.431 0.207
F 1.285 -0.296 -2.455 -0.388
C 1.854 1.714 -1.359 0.426
O 2.409 2.350 -0.471 -0.703
O 1.210 2.330 -2.398 -0.308
C 1.456 3.714 -2.353 -0.200
C 1.272 4.351 -3.713 -1.184
O 3.246 -0.118 0.432 -0.720
H 4.524 -4.485 0.138 0.379
H 2.972 -4.553 -0.715 0.287
H 4.360 -3.795 -1.479 0.288
H 2.863 -2.691 0.975 0.234
H 4.312 -1.959 0.272 0.338
H 0.794 4.144 -1.588 0.256
H 2.487 3.830 -1.986 0.340
H 1.480 5.422 -3.699 0.367
H 1.942 3.887 -4.437 0.283
H 0.253 4.199 -4.072 0.290
C -5.484 -0.827 3.246 -0.470
C -5.203 0.468 2.847 -0.370
C -4.046 0.747 2.161 -0.255
C -3.135 -0.274 1.857 0.402
N -2.005 0.005 1.185 -0.589
C -1.151 -0.934 0.918 0.848
O -0.482 -1.850 0.753 -0.366
C -3.438 -1.581 2.275 -0.504
C -4.598 -1.850 2.959 -0.575
H -6.395 -1.038 3.781 0.357
H -5.892 1.264 3.073 0.368
H -3.805 1.747 1.843 0.446
H -2.741 -2.370 2.047 0.338
H -4.818 -2.859 3.271 0.343
```

Summary:
* HOMO level: -0.1049 Ha
* E_LUMO: 0.1003 hartree
* net charge: -1

=====

No. 3
A single C14H15N2O2P molecule. Source: OMol25; level of theory: ωB97M-V/def2-TZVPD.

Structure (XYZ):
```
34
Properties=species:S:1:pos:R:3:mulliken_charge:R:1
N 2.993 -0.978 -2.716 -0.673
N 1.881 -1.535 -2.024 -0.284
P 0.676 -0.398 -1.549 0.946
O 0.783 0.862 -2.292 -0.864
C 1.106 -0.201 0.243 -0.972
C 0.056 0.749 0.744 0.652
O -1.010 0.791 0.166 -0.557
C 0.359 1.612 1.904 0.290
C -0.442 2.735 2.117 -0.465
C -0.200 3.575 3.186 -0.537
C 0.838 3.296 4.062 -0.354
C 1.630 2.176 3.866 -0.687
C 1.399 1.338 2.791 -0.250
C -0.861 -1.341 -1.692 0.250
C -1.900 -0.787 -2.423 -0.424
C -3.080 -1.491 -2.576 -0.611
C -3.217 -2.744 -2.000 -0.375
C -2.174 -3.297 -1.274 -0.681
C -0.991 -2.597 -1.118 -0.150
H 3.630 -0.594 -2.020 0.264
H 2.687 -0.194 -3.299 0.315
H 1.508 -2.304 -2.573 0.323
H 2.120 0.194 0.332 0.454
H 1.046 -1.157 0.763 0.495
H -1.245 2.930 1.422 0.430
H -0.819 4.446 3.340 0.380
H 1.028 3.950 4.900 0.386
H 2.433 1.957 4.555 0.382
H 2.016 0.462 2.656 0.372
H -1.764 0.196 -2.849 0.432
H -3.896 -1.064 -3.141 0.385
H -4.139 -3.293 -2.116 0.380
H -2.284 -4.274 -0.827 0.386
H -0.169 -3.020 -0.559 0.360
```

Summary:
* HOMO level: -0.3454 Ha
* E_LUMO: 0.0043 hartree
* ΔE to the lowest compared entry with this formula, charge and spin: 0.178 eV
* SMILES: NN[P@](=O)(CC(=O)c1ccccc1)c1ccccc1

=====

No. 4
2 unconnected molecules or ions with the total composition C14H16. Source: OMol25; level of theory: ωB97M-V/def2-TZVPD.

Structure (XYZ):
```
30
Properties=species:S:1:pos:R:3:mulliken_charge:R:1
C -1.394 1.833 -4.181 -1.368
C -1.476 1.444 -2.734 0.798
C -0.282 0.992 -2.141 -0.430
C -0.161 0.768 -0.785 -0.204
C -1.373 0.786 -0.069 -0.166
C -2.604 0.983 -0.664 -0.682
C -2.673 1.398 -2.007 -0.430
H -0.508 1.515 -4.719 0.366
H -1.520 2.919 -4.246 0.307
H -2.298 1.429 -4.657 0.328
H 0.555 0.844 -2.811 0.240
H 0.711 0.331 -0.323 0.253
H -1.319 0.346 0.922 0.283
H -3.526 0.923 -0.100 0.362
H -3.431 2.000 -2.488 0.338
C 1.818 -2.765 0.546 -1.596
C 1.524 -1.783 1.633 0.852
C 2.304 -0.589 1.624 -0.447
C 2.028 0.451 2.458 -0.493
C 1.103 0.224 3.505 -0.419
C 0.294 -0.864 3.507 -0.485
C 0.490 -1.875 2.534 -0.422
H 2.222 -2.342 -0.369 0.330
H 1.021 -3.445 0.223 0.380
H 2.515 -3.544 0.886 0.358
H 3.060 -0.561 0.846 0.408
H 2.569 1.390 2.516 0.407
H 0.976 0.972 4.284 0.348
H -0.463 -1.042 4.263 0.374
H -0.159 -2.739 2.547 0.411
```

Summary:
* HOMO level: -0.3210 Ha
* E_LUMO: 0.0342 hartree
* ΔE to the lowest compared entry with this formula, charge and spin: 0.968 eV
* SMILES: Cc1ccccc1.Cc1ccccc1